Record 1
A structure of composition C7H8O at a distorted geometry. Source: OMol25; level of theory: ωB97M-V/def2-TZVPD.

Properties
* LUMO energy (spin up / spin down): -0.076 / -0.077 eV
* frontier orbital gap (spin up / spin down): 7.31 / 7.31 eV
* energy relative to the best compared isomer or geometry (same formula, charge and spin): 153.2 kcal/mol
* HOMO energy (spin up / spin down): -0.2714 / -0.2714 Eh

ORCA input file:
```
! RIJCOSX wB97M-V def2-TZVPD def2/J DEFGRID3
* xyz 0 1
H 1.59 -0.67 -2.34
H -1.45 -1.61 -1.72
C 1.10 -0.78 -0.30
H -0.14 2.41 1.76
C 1.89 -0.97 -1.35
O 1.35 -1.21 1.01
C -0.10 0.57 0.67
C -0.67 1.91 0.94
C -1.46 -0.71 -1.11
H -0.09 -0.76 2.50
C -0.48 -0.49 -0.20
C 0.19 -0.57 1.47
H -2.18 0.06 -1.37
H -0.63 2.53 0.04
H 2.82 -1.52 -1.22
H -1.73 1.81 1.23
*
```

***

Record 2
A structure of composition C11H12CoN2O6 at a distorted geometry. Source: OMol25; level of theory: ωB97M-V/def2-TZVPD.

Properties
* LUMO energy (spin up / spin down): -7.619 / -10.812 eV
* frontier orbital gap (spin up / spin down): 7.60 / 5.94 eV
* energy relative to the best compared isomer or geometry (same formula, charge and spin): 0.0 kcal/mol
* HOMO energy (spin up / spin down): -0.5592 / -0.6158 Eh
* <S²>: 3.830

ORCA input file:
```
! RIJCOSX wB97M-V def2-TZVPD def2/J DEFGRID3
* xyz 2 4
N 0.88 1.18 -0.80
O -3.93 -1.34 -0.44
H 1.91 0.51 2.15
O -0.40 -0.70 -0.22
H -1.34 2.36 2.29
O 1.71 -3.66 -1.03
C 0.65 -3.22 -0.92
O -1.08 -1.65 -3.68
H -0.39 2.60 -1.84
C 2.17 1.68 -0.30
C 0.07 0.47 0.08
H 1.17 1.92 2.98
O -2.31 -5.21 -1.53
H 1.15 2.29 -2.66
H -2.12 0.96 1.52
C -1.86 -4.19 -1.23
H -1.25 0.78 3.11
H 2.70 2.38 -0.98
C 0.36 1.78 -2.05
Co -1.11 -2.50 -0.74
C 1.29 1.42 1.99
C -1.22 1.25 2.11
O -1.15 -3.35 2.21
N 0.03 0.96 1.39
C -1.13 -3.03 1.10
H 2.82 0.78 -0.18
C -1.09 -1.97 -2.57
C -2.87 -1.78 -0.55
H -0.14 1.04 -2.69
H 1.44 3.28 0.94
H 3.03 2.60 1.47
C 2.02 2.35 1.05
*
```

***

Record 3
A structure of composition C28H43BrN2P2PtS at a distorted geometry. Source: OMol25; level of theory: ωB97M-V/def2-TZVPD.

Properties
* LUMO energy (spin up / spin down): -12.901 / -16.051 eV
* frontier orbital gap (spin up / spin down): 6.10 / 3.19 eV
* HOMO energy (spin up / spin down): -0.6982 / -0.7072 Eh
* <S²>: 6.065

ORCA input file:
```
! RIJCOSX wB97M-V def2-TZVPD def2/J DEFGRID3
* xyz 4 5
C -1.93 1.95 -1.55
N -5.94 -1.74 4.84
H -3.88 2.27 3.05
H 6.69 -1.03 0.62
H 4.23 1.53 -0.31
C -1.20 -2.29 -2.02
H -0.96 -0.92 -3.67
H 0.90 -3.58 -1.13
C -1.94 -1.74 1.54
H 5.66 2.56 -2.30
C 3.97 1.47 -1.39
C -0.83 1.43 3.57
C -4.53 0.17 4.67
C 5.17 -0.49 -3.51
H -1.89 0.20 0.60
H 4.90 -2.16 -0.71
C -1.65 2.51 -0.30
C -1.86 -0.85 0.31
H -2.84 -1.45 2.10
S -0.12 -0.05 4.17
C -6.38 -1.55 3.60
H 2.25 -2.58 -1.67
H -1.77 1.82 3.99
C 1.18 0.13 3.04
N -0.12 2.01 2.62
H 1.80 1.72 1.71
H -5.25 1.50 -1.44
H -2.04 -2.81 1.30
H -1.79 -2.38 -4.10
Pt -0.59 0.88 -2.49
H -1.97 -2.81 -1.43
H -3.81 0.82 5.14
C 1.02 -1.58 -0.17
H 2.27 -3.31 -0.05
P 4.21 -0.29 -1.95
C 1.05 1.33 2.37
C 6.28 -0.52 -0.25
H 6.94 -0.71 -1.10
C 1.63 -2.83 -0.80
H -2.70 -1.11 -3.15
C -1.74 -1.64 -3.29
H -2.49 3.08 1.60
H -5.83 1.28 0.82
H -7.18 -2.20 3.24
H -4.68 -1.15 6.39
C -4.25 1.84 -1.14
H -3.35 1.59 -3.15
H 6.75 1.04 -3.31
H -0.41 -3.00 -2.28
H 4.07 2.82 -3.09
H 1.98 -0.59 2.95
H 4.42 3.56 -1.54
H 4.20 -0.89 0.35
H 6.28 0.56 -0.05
C -3.23 1.83 -2.08
H 5.77 -1.40 -3.42
P -0.50 -0.93 -0.95
H 1.73 -0.73 -0.23
C 4.89 -1.08 -0.50
C -4.56 1.56 2.57
H -2.76 -1.02 -0.30
C -2.69 2.64 0.61
H 0.82 -1.76 0.90
C 4.58 2.65 -2.13
H 4.35 -0.70 -4.22
Br 1.29 -0.23 -3.55
C -4.90 1.67 1.24
C -3.97 2.14 0.23
H -0.63 2.80 -0.07
H 5.36 1.50 -4.35
C 6.01 0.67 -4.04
H -1.09 -1.61 2.22
H -6.02 -0.61 1.71
C -5.81 -0.57 2.78
H 2.87 1.57 -1.47
H 6.56 0.34 -4.93
C -5.03 -0.93 5.38
C -4.97 0.41 3.35
*
```

***

Record 4
A cluster of 5 separate species, C41H100N5O2PSi in total. Source: OMol25; level of theory: ωB97M-V/def2-TZVPD.

Properties
* LUMO energy: 0.522 eV
* frontier orbital gap: 8.30 eV
* SMILES: CCCOC[Si@@](CCCCCOCC)(NCC)P(CC)CC.CCN(CC)CC.CCN(CC)CC.CCN(CC)CC.CCN(CC)CC
* HOMO energy: -0.2860 Eh

ORCA input file:
```
! RIJCOSX wB97M-V def2-TZVPD def2/J DEFGRID3
* xyz 0 1
H 5.30 0.77 4.65
H -2.93 -1.46 -0.12
H 7.11 -3.71 5.23
C 5.77 2.80 -5.01
H -0.88 5.62 0.02
H 0.35 1.65 7.26
H -5.88 -4.18 -4.75
H 3.18 -2.43 0.13
C -3.24 2.84 5.29
H -2.32 -4.25 -6.73
H -1.96 3.09 9.29
H -3.99 -4.28 -3.48
C -4.63 0.15 -1.45
H 2.43 -0.01 0.48
H 3.23 2.84 -5.64
H -4.09 -1.66 -2.51
H 7.83 3.38 -5.45
H 3.80 -0.82 -1.46
H -7.92 0.24 -0.54
H 5.03 3.08 -4.26
C 6.93 -0.55 6.92
H -2.49 -6.75 -5.91
C -1.21 3.03 6.67
C -2.50 -1.25 -1.10
H -4.46 3.10 7.53
C -0.68 1.60 6.90
H -2.36 1.00 0.99
H -2.07 5.21 1.23
C -3.43 2.79 7.71
H -2.69 3.35 4.50
H 3.30 0.87 -1.26
H -1.58 -4.35 -3.12
H -5.96 -1.52 -1.06
C -1.32 0.68 0.90
H 1.94 -1.13 -3.12
C -1.00 2.89 1.76
H 7.37 3.50 -3.76
H -0.76 3.44 5.76
H 3.28 -1.85 1.77
O -0.42 1.77 1.10
H -3.80 -4.53 -7.58
H -1.96 -3.09 -4.29
H -2.05 -6.43 -7.58
H 7.14 1.10 -6.68
H 6.82 3.61 -7.40
C -0.17 4.14 1.46
P 0.84 -1.13 -0.99
H 6.09 0.73 -8.05
H -1.27 1.07 7.65
H 3.86 0.29 -2.81
C 4.78 -1.34 4.85
H -3.74 3.09 -2.96
C -2.96 3.41 9.02
H 1.07 -0.60 1.40
H -0.68 1.01 5.99
H 4.15 -2.05 4.30
C -1.01 5.37 1.08
H -4.88 -1.06 3.57
C 6.06 2.84 -7.45
N 5.17 3.01 -6.32
C 3.29 0.02 -1.93
H 7.60 0.30 7.09
H 1.95 -2.91 1.30
H -2.40 0.92 4.66
H 8.08 -1.62 5.44
C 6.75 1.48 -7.63
N 6.11 -1.93 4.92
H 4.71 -3.09 7.04
H 6.39 -3.33 7.54
H 1.38 0.50 -2.79
C -2.68 2.90 -3.13
H -5.83 -4.36 -6.48
H -1.01 2.68 2.84
C 3.74 0.89 -6.36
H 4.31 -1.22 5.84
C 6.10 -3.31 5.37
H -1.14 -0.09 1.65
C 1.87 -0.37 -2.34
H 4.07 0.41 -7.28
H -6.57 1.27 -0.11
H 5.47 -3.87 4.68
H 5.16 -0.10 3.11
H 7.16 -1.30 7.67
H -4.26 0.49 -0.48
C 7.02 3.65 -4.78
H -2.61 2.14 -3.90
H 6.80 4.71 -4.91
H -4.91 -1.06 1.20
C -5.83 -0.75 3.14
H -6.91 -6.26 -5.19
H -3.76 0.77 5.78
H -5.67 -6.79 -6.31
H -2.79 2.16 -1.11
H -2.04 3.03 1.44
H -0.85 3.67 7.47
H 3.41 2.76 -7.37
H -6.20 0.11 3.69
C -2.02 2.40 -1.83
C 1.76 -0.85 0.60
H -3.33 -5.81 -4.02
O -6.87 -0.42 1.03
H -4.73 1.05 -2.06
Si -1.08 -0.02 -0.86
H -0.72 6.25 1.64
H 7.27 -0.22 4.82
C -3.59 -0.79 -2.08
H -3.63 3.11 9.82
H 5.48 3.07 -8.35
H 3.71 0.33 4.03
H -3.45 1.69 7.83
H 5.46 -4.68 6.91
H -3.68 -6.94 -7.19
H 2.69 0.61 -6.21
H 6.03 1.75 -4.82
C -5.41 -4.76 -5.55
C -6.88 0.22 -0.23
H -0.17 1.62 -2.10
H 0.48 4.37 2.30
C 5.64 -3.61 6.80
H -4.25 3.28 5.26
H -1.26 -4.63 -4.82
H 7.59 1.59 -8.31
H -1.45 3.23 -1.41
H -6.53 -1.57 3.23
N -3.99 -4.45 -5.53
C 3.85 2.42 -6.44
C -3.36 1.35 4.95
C 2.58 -2.09 0.97
H -2.03 -2.15 -1.50
N -2.65 3.22 6.56
C -3.24 -4.85 -6.70
H -5.33 -6.72 -4.58
C -6.03 -0.46 -1.29
C -1.96 -4.16 -4.12
C -3.36 -4.74 -4.25
H -2.97 4.50 8.96
H 5.91 -0.20 7.08
C 7.14 -1.07 5.49
H 4.31 0.47 -5.53
H -3.12 -0.29 -2.92
C -5.84 -6.22 -5.40
C -2.85 -6.33 -6.85
H -4.03 1.22 4.10
C -5.62 -0.39 1.68
H -6.55 -0.34 -2.24
H 0.47 3.86 0.63
H -2.24 3.83 -3.47
C 4.75 -0.01 4.12
N -1.11 1.26 -2.06
H -5.20 0.63 1.62
*
```

***

Record 5
A cluster of 2 separate species, C10H13N2 in total at a distorted geometry. Source: OMol25; level of theory: ωB97M-V/def2-TZVPD.

Properties
* LUMO energy: -3.702 eV
* frontier orbital gap: 7.44 eV
* energy relative to the best compared isomer or geometry (same formula, charge and spin): 115.0 kcal/mol
* HOMO energy: -0.4094 Eh

ORCA input file:
```
! RIJCOSX wB97M-V def2-TZVPD def2/J DEFGRID3
* xyz 1 1
H -1.84 -1.44 -0.90
H -2.33 1.86 0.79
C 2.65 -1.39 -0.37
C 3.89 0.53 0.38
C 1.59 0.82 0.00
C 0.32 -1.32 -0.70
H 4.86 0.87 0.68
H -3.37 0.58 0.11
H -0.90 -0.35 -1.94
C 3.80 -0.87 0.14
C -1.34 0.51 -0.16
C -1.02 -0.67 -0.89
H -5.08 0.54 1.15
H -4.50 -1.01 1.28
H 0.17 2.43 0.77
H 4.69 -1.49 0.25
C 1.44 -0.57 -0.55
H 3.03 2.44 0.44
H 0.54 -2.31 -1.11
N -4.76 -0.27 0.68
H 2.48 -2.41 -0.64
H -5.34 -0.45 -0.13
C 0.51 1.49 0.25
N -2.41 1.11 0.18
C 2.90 1.34 0.29
*
```

***

Record 6
A cluster of 2 separate species, C5H10O in total at a distorted geometry. Source: OMol25; level of theory: ωB97M-V/def2-TZVPD.

Properties
* LUMO energy: 0.913 eV
* frontier orbital gap: 9.19 eV
* energy relative to the best compared isomer or geometry (same formula, charge and spin): 111.4 kcal/mol
* SMILES: O[C@@H]1[C@H]2C[C@@H]12.C
* HOMO energy: -0.3040 Eh

ORCA input file:
```
! RIJCOSX wB97M-V def2-TZVPD def2/J DEFGRID3
* xyz 0 1
H 0.75 -0.50 1.13
H 1.44 -1.80 -0.42
C -0.97 1.03 -0.24
H 0.83 -0.21 -0.84
H -0.51 2.09 1.69
C -0.10 1.62 0.81
C -0.05 0.15 0.79
C -1.41 -0.22 0.39
O -1.46 -1.30 -0.54
H -1.85 -2.06 -0.10
C 1.70 -0.84 -0.87
H -1.40 1.51 -1.12
H -2.20 -0.28 1.13
H 0.81 2.11 0.44
H 2.51 -0.36 -0.31
H 1.92 -0.94 -1.93
*
```

***

Record 7
A structure of composition C22H23AsGaN2O3 at a distorted geometry. Source: OMol25; level of theory: ωB97M-V/def2-TZVPD.

Properties
* LUMO energy: -2.570 eV
* frontier orbital gap: 7.73 eV
* energy relative to the best compared isomer or geometry (same formula, charge and spin): 21.3 kcal/mol
* HOMO energy: -0.3786 Eh

ORCA input file:
```
! RIJCOSX wB97M-V def2-TZVPD def2/J DEFGRID3
* xyz 1 1
H 1.99 1.41 3.21
H 4.46 -3.79 1.58
O -0.82 -0.16 0.24
C 2.34 -1.78 -0.11
C -0.86 3.81 2.22
H -4.15 -2.89 2.76
O -0.16 -2.78 -1.07
H 2.24 -0.46 3.02
C -4.94 -2.65 0.80
H -0.40 4.84 4.04
C -4.29 -2.27 -0.33
H 0.13 2.02 -4.25
C 2.52 -1.09 2.20
C 0.40 1.35 -2.23
H -1.11 2.59 0.48
H -2.77 0.09 -3.73
H -5.97 -2.93 0.98
H -4.69 -2.18 -1.32
C 3.77 -2.99 1.40
C 3.23 -2.81 0.13
H 3.83 -2.27 3.42
O -2.05 -1.76 -3.03
C 0.86 3.13 3.75
C 3.42 -2.13 2.43
C -0.16 4.00 3.40
H -3.25 -1.35 -4.67
H 3.49 -3.49 -0.67
C 0.46 1.86 1.76
C 2.08 2.50 -3.50
H -1.22 -1.65 -3.52
H 3.95 2.86 -2.50
C -3.06 -0.96 -3.67
C -0.56 2.74 1.40
C 2.95 2.43 -2.43
H -1.66 4.49 1.94
H 3.24 1.77 -0.41
H -0.60 0.95 -2.15
H 1.42 3.29 4.66
H 2.40 2.98 -4.42
C 0.81 1.96 -3.41
Ga -1.29 -1.51 -1.02
C -2.83 -2.26 1.27
As 0.75 0.45 0.49
H 1.91 -1.67 -1.10
N -2.97 -2.03 -0.02
N -4.00 -2.64 1.80
C 2.55 1.82 -1.25
C 1.28 1.28 -1.15
H -3.97 -1.05 -3.08
C 1.99 -0.92 0.93
C 1.18 2.06 2.93
H -1.90 -2.18 1.82
*
```

***

Record 8
A structure of composition C29H42B2F4HfN6O5 at a distorted geometry. Source: OMol25; level of theory: ωB97M-V/def2-TZVPD.

Properties
* LUMO energy: -13.273 eV
* frontier orbital gap: 5.75 eV
* energy relative to the best compared isomer or geometry (same formula, charge and spin): 23.2 kcal/mol
* HOMO energy: -0.6991 Eh

ORCA input file:
```
! RIJCOSX wB97M-V def2-TZVPD def2/J DEFGRID3
* xyz 4 1
N 0.60 1.70 -2.42
N -0.09 1.40 0.91
H -3.58 -3.85 5.16
H 0.14 -3.34 5.47
H -1.33 3.98 6.23
H -1.33 -3.70 6.37
H -2.10 5.60 2.97
H 0.52 3.17 0.03
C -0.94 3.40 5.39
H -1.24 3.60 -4.44
H 4.54 0.79 -6.03
H -0.42 -5.39 4.09
C 0.01 2.74 0.89
H -1.97 -5.61 4.89
H 4.52 -0.89 -6.47
N -0.92 -0.10 -3.20
C -2.72 1.41 -4.00
C -1.23 1.57 2.99
C 4.27 -0.21 -5.65
C -1.59 5.28 3.88
C -0.29 -3.40 2.08
C -1.72 3.78 4.12
H -1.05 2.34 5.65
C -3.15 -3.26 4.35
C -0.26 3.37 -4.02
C 2.82 -0.19 -5.51
O 1.67 2.58 -2.26
H -3.34 -2.22 4.58
H -3.03 2.39 -3.62
C -0.64 -0.68 2.01
O -1.80 -1.13 -3.38
H -3.62 4.01 5.11
C 3.07 -1.17 -2.41
H 0.08 4.19 -3.38
H -1.92 -5.47 3.14
C -1.15 2.97 2.98
B 2.98 2.21 -2.34
H 3.02 -3.70 -3.80
B -1.44 -2.32 -2.81
C -0.29 2.09 -3.27
N 2.98 -0.12 -3.18
H 1.87 -1.26 -6.97
O -0.17 -2.63 -2.22
C -0.93 -3.14 5.53
H -1.70 1.09 3.83
H 2.36 0.33 -7.50
H -3.69 -3.52 3.44
H 4.78 -0.45 -1.31
H 4.85 -0.42 -4.75
C 2.02 -2.25 -2.58
C 4.16 -1.33 -1.43
C -1.20 -1.42 3.03
F 3.91 3.03 -2.01
H -2.71 1.47 -5.09
F 2.16 0.29 -0.70
Hf 0.19 0.01 -0.79
N 0.05 -1.29 1.01
C -3.21 3.42 4.30
C 2.38 -3.64 -2.91
C 1.92 -0.21 -6.65
H -1.76 -0.92 3.81
H -0.55 5.60 3.83
H -1.08 -2.08 5.73
H -0.11 -4.46 2.07
C -0.69 0.81 1.98
C -1.37 1.06 -3.49
O 2.18 -0.15 -4.36
O 3.60 1.03 -3.01
H -3.79 3.64 3.40
H 0.45 3.29 -4.85
H 4.77 -2.16 -1.84
H -0.36 4.61 1.81
H 0.12 3.63 5.29
C 0.22 -2.62 1.07
N 0.89 -1.74 -2.27
H -3.44 0.65 -3.70
H 3.76 -1.66 -0.47
C -1.66 -3.60 4.24
C -0.49 3.54 1.89
H 0.92 0.14 -6.41
F -2.27 -3.31 -2.78
C -1.47 -5.10 4.07
C -1.05 -2.81 3.10
H 1.49 -4.25 -3.07
H 2.95 -4.06 -2.08
H 0.77 -3.08 0.26
H -2.05 5.82 4.71
H -3.36 2.37 4.55
F -1.76 -0.08 -0.78
*
```

***

Record 9
A cluster of 2 separate species, C3H8N2O in total at a distorted geometry. Source: OMol25; level of theory: ωB97M-V/def2-TZVPD.

Properties
* LUMO energy: 0.830 eV
* frontier orbital gap: 10.98 eV
* energy relative to the best compared isomer or geometry (same formula, charge and spin): 43.6 kcal/mol
* SMILES: CCCO.N#N
* HOMO energy: -0.3729 Eh

ORCA input file:
```
! RIJCOSX wB97M-V def2-TZVPD def2/J DEFGRID3
* xyz 0 1
C 0.65 -0.04 0.12
H -1.04 0.73 -1.42
H 0.42 -1.06 0.45
C -0.84 0.64 -0.35
N 3.36 -0.89 -0.08
N 2.86 -0.94 0.93
H -0.73 1.67 -0.01
H 1.00 0.68 0.86
H -2.11 -1.06 0.00
O 1.13 0.07 -1.19
C -2.01 -0.03 0.33
H -2.93 0.51 0.11
H 2.13 -0.27 -1.15
H -1.88 -0.02 1.41
*
```

***

Record 10
The molecule C2H2N2O4 at a distorted geometry. Source: OMol25; level of theory: ωB97M-V/def2-TZVPD.

Properties
* LUMO energy: -0.376 eV
* frontier orbital gap: 9.69 eV
* energy relative to the best compared isomer or geometry (same formula, charge and spin): 88.6 kcal/mol
* SMILES: O=c1o[nH]n(O)c1=O
* HOMO energy: -0.3698 Eh

ORCA input file:
```
! RIJCOSX wB97M-V def2-TZVPD def2/J DEFGRID3
* xyz 0 1
O -1.42 -0.48 0.67
N 0.03 0.29 -0.80
O 0.97 1.35 -1.03
C -0.32 -1.27 0.89
O 1.80 -1.09 -0.28
H 0.51 1.86 -1.84
C 0.77 -0.66 -0.05
O -0.25 -2.17 1.60
N -1.17 0.75 0.10
H -0.91 1.41 0.75
*
```